No. 1
{
  "formula": "C7H8",
  "method": "the ωB97M-V functional and the def2-TZVPD basis",
  "species": ["C", "C", "C", "C", "C", "C", "C", "H", "H", "H", "H", "H", "H", "H", "H"],
  "xyz": [[1.968, 0.085, 0.086], [0.470, 0.056, 0.038], [-0.416, -1.112, -0.439], [-1.506, -0.138, -0.678], [-1.591, -0.188, 0.805], [-0.410, 0.513, 1.160], [-0.382, 0.897, -0.834], [2.325, 1.101, 0.292], [2.352, -0.578, 0.868], [2.389, -0.233, -0.875], [-0.185, -2.069, -0.912], [-2.361, -0.289, -1.332], [-2.456, -0.462, 1.400], [-0.101, 0.918, 2.118], [-0.096, 1.500, -1.698]],
  "nbo_charge": [-0.60, -0.17, -0.14, -0.33, -0.17, -0.19, -0.16, 0.22, 0.22, 0.22, 0.22, 0.23, 0.23, 0.23, 0.22],
  "homo_lumo_gap_ev": [8.28, 8.28],
  "lumo_ev": [1.06, 1.06],
  "e_tot_ev": -7381.9389,
  "spin_multiplicity": 1
}


No. 2
{
  "formula": "C21H26BaN2O9P2S2",
  "method": "the ωB97M-V functional and the def2-TZVPD basis",
  "species": ["Ba", "O", "S", "C", "C", "C", "C", "S", "O", "C", "C", "C", "C", "C", "C", "C", "C", "C", "C", "C", "C", "H", "H", "H", "H", "H", "H", "H", "H", "H", "H", "H", "H", "H", "H", "H", "H", "H", "H", "O", "P", "O", "O", "O", "P", "O", "O", "O", "H", "H", "N", "C", "C", "C", "C", "C", "N", "H", "H", "H", "H", "H", "H"],
  "xyz": [[-2.247, 0.442, -0.534], [0.153, 0.130, -1.793], [1.252, 1.124, -2.101], [1.496, 2.052, -0.566], [1.795, 1.178, 0.646], [1.621, 1.953, 1.964], [0.184, 2.077, 2.466], [-0.672, 0.544, 2.941], [-0.955, -0.203, 1.659], [0.680, -0.310, 3.727], [1.283, -1.381, 3.092], [2.333, -2.032, 3.728], [2.760, -1.610, 4.978], [2.136, -0.541, 5.609], [1.083, 0.111, 4.988], [2.757, 0.163, -2.095], [3.924, 0.748, -2.564], [5.099, 0.012, -2.551], [5.092, -1.298, -2.088], [3.914, -1.875, -1.636], [2.734, -1.143, -1.636], [0.557, 2.607, -0.464], [2.299, 2.764, -0.774], [2.818, 0.802, 0.586], [1.135, 0.310, 0.635], [2.003, 2.971, 1.843], [2.237, 1.491, 2.737], [-0.489, 2.526, 1.727], [0.138, 2.700, 3.363], [0.922, -1.696, 2.122], [2.813, -2.874, 3.246], [3.577, -2.122, 5.470], [2.462, -0.222, 6.590], [0.578, 0.934, 5.480], [3.916, 1.764, -2.942], [6.016, 0.456, -2.913], [6.009, -1.872, -2.087], [3.911, -2.897, -1.281], [1.804, -1.572, -1.283], [-5.754, 3.403, -0.388], [-4.977, 2.118, -0.873], [-5.609, 1.426, -2.006], [-4.474, 1.283, 0.290], [-3.530, 2.776, -1.465], [-2.578, 3.784, -0.616], [-1.881, 4.648, -1.778], [-3.406, 4.627, 0.279], [-1.475, 2.906, -0.073], [-5.130, 4.003, 0.084], [-2.439, 5.396, -2.020], [-0.660, -2.731, -2.468], [-2.010, -2.993, -2.400], [-2.538, -4.193, -2.899], [-3.889, -4.419, -2.789], [-4.703, -3.461, -2.189], [-4.098, -2.318, -1.720], [-2.781, -2.077, -1.808], [-0.147, -3.254, -3.158], [-0.386, -1.758, -2.397], [-1.882, -4.917, -3.364], [-4.316, -5.336, -3.174], [-5.770, -3.593, -2.096], [-4.694, -1.532, -1.260]],
  "nbo_charge": [1.88, -1.08, 1.28, -0.62, -0.44, -0.41, -0.62, 1.27, -1.07, -0.18, -0.25, -0.19, -0.20, -0.20, -0.25, -0.18, -0.24, -0.20, -0.20, -0.19, -0.25, 0.30, 0.23, 0.22, 0.23, 0.22, 0.22, 0.30, 0.24, 0.24, 0.22, 0.22, 0.22, 0.22, 0.22, 0.22, 0.22, 0.22, 0.24, -1.02, 2.53, -1.13, -1.27, -1.17, 2.56, -1.00, -1.16, -1.28, 0.54, 0.50, -0.81, 0.39, -0.30, -0.13, -0.30, 0.06, -0.58, 0.38, 0.42, 0.21, 0.22, 0.23, 0.22],
  "homo_lumo_gap_ev": 8.84,
  "lumo_ev": 0.03,
  "e_tot_ev": -84559.6489,
  "spin_multiplicity": 1
}


No. 3
{
  "formula": "C3H3ClN2O2",
  "method": "the ωB97M-V functional and the def2-TZVPD basis",
  "species": ["C", "C", "C", "N", "N", "O", "O", "Cl", "H", "H", "H"],
  "xyz": [[0.375, 1.333, 0.420], [-0.382, 2.555, 0.281], [0.043, -0.029, -0.076], [1.442, 1.582, 1.091], [0.375, 3.545, 0.726], [0.253, 4.745, 0.897], [1.567, 2.868, 1.325], [-1.978, 2.607, -0.394], [0.554, 0.051, -1.183], [0.490, -0.714, 0.596], [-1.096, -0.137, -0.249]],
  "nbo_charge": [0.12, 0.00, -0.64, -0.09, 0.34, -0.39, -0.16, 0.08, 0.24, 0.25, 0.24],
  "homo_lumo_gap_ev": [9.71, 9.71],
  "lumo_ev": [0.28, 0.28],
  "smiles": "Cc1no[n+]([O-])c1Cl",
  "e_tot_ev": -22752.2337,
  "spin_multiplicity": 1
}


No. 4
{
  "formula": "C42H47N4O2PTi",
  "method": "the ωB97M-V functional and the def2-TZVPD basis",
  "species": ["Ti", "O", "C", "N", "C", "C", "C", "C", "C", "C", "N", "C", "O", "C", "C", "C", "C", "C", "N", "C", "C", "C", "C", "C", "N", "H", "H", "H", "H", "H", "H", "H", "H", "H", "H", "H", "H", "C", "H", "H", "H", "C", "C", "C", "P", "C", "C", "C", "C", "C", "C", "H", "H", "H", "H", "H", "H", "H", "H", "H", "H", "H", "H", "H", "H", "H", "H", "H", "H", "H", "H", "H", "C", "C", "C", "C", "C", "C", "C", "C", "C", "C", "C", "C", "C", "C", "H", "H", "H", "H", "H", "H", "H", "H", "H", "H", "H"],
  "xyz": [[-1.689, -0.339, 0.044], [-5.473, -0.588, -1.669], [-4.458, -0.559, -0.975], [-3.169, -0.454, -1.326], [-2.711, -0.282, -2.656], [-3.498, 0.110, -3.732], [-2.930, 0.257, -4.992], [-1.582, -0.004, -5.181], [-0.784, -0.395, -4.112], [-1.328, -0.510, -2.837], [-0.587, -0.783, -1.655], [0.597, -1.411, -1.734], [1.085, -2.029, -2.682], [1.445, -1.298, -0.478], [2.389, -2.291, -0.229], [3.206, -2.162, 0.878], [3.069, -1.041, 1.687], [2.100, -0.109, 1.353], [1.298, -0.234, 0.301], [-4.605, -0.651, 0.544], [-5.825, -0.996, 1.101], [-5.946, -0.988, 2.478], [-4.850, -0.605, 3.239], [-3.663, -0.300, 2.597], [-3.529, -0.346, 1.270], [-4.552, 0.284, -3.574], [-3.552, 0.561, -5.825], [-1.140, 0.092, -6.166], [0.261, -0.612, -4.263], [2.460, -3.126, -0.911], [3.941, -2.923, 1.111], [3.680, -0.897, 2.569], [1.943, 0.769, 1.972], [-6.636, -1.238, 0.428], [-6.879, -1.266, 2.952], [-4.892, -0.561, 4.319], [-2.778, -0.026, 3.156], [-1.465, 1.747, 0.301], [-1.497, 2.102, 1.341], [-2.279, 2.243, -0.242], [-0.517, 2.063, -0.148], [2.916, 0.915, -3.958], [3.449, 1.786, -2.816], [4.420, 0.957, -1.974], [2.007, 2.386, -1.802], [2.885, 3.171, -0.364], [1.881, 3.760, 0.628], [4.045, 4.142, -0.608], [1.367, 3.737, -2.915], [1.993, 5.125, -2.813], [-0.159, 3.815, -2.789], [3.723, 0.656, -4.649], [2.129, 1.402, -4.535], [2.500, -0.014, -3.564], [3.983, 2.646, -3.240], [3.886, 0.196, -1.398], [4.994, 1.566, -1.275], [5.129, 0.436, -2.622], [3.301, 2.275, 0.115], [1.347, 4.610, 0.196], [2.394, 4.118, 1.525], [1.130, 3.030, 0.929], [3.689, 5.168, -0.710], [4.623, 3.903, -1.500], [4.733, 4.123, 0.243], [1.591, 3.354, -3.917], [1.813, 5.570, -1.834], [1.545, 5.789, -3.558], [3.070, 5.112, -2.986], [-0.446, 4.272, -1.838], [-0.617, 2.826, -2.822], [-0.584, 4.418, -3.595], [1.376, -2.555, 6.231], [1.344, -3.314, 5.066], [0.748, -2.820, 3.918], [0.151, -1.555, 3.902], [0.212, -0.797, 5.073], [0.811, -1.288, 6.225], [-0.467, -0.982, 2.685], [-1.038, -1.602, 1.637], [-1.411, -3.036, 1.650], [-1.158, -3.836, 0.532], [-1.564, -5.163, 0.487], [-2.268, -5.715, 1.549], [-2.560, -4.923, 2.654], [-2.137, -3.604, 2.703], [1.848, -2.942, 7.125], [1.798, -4.298, 5.048], [0.749, -3.412, 3.013], [-0.220, 0.198, 5.072], [0.837, -0.677, 7.120], [-0.381, 0.108, 2.646], [-0.635, -3.408, -0.317], [-1.345, -5.758, -0.390], [-2.598, -6.745, 1.510], [-3.122, -5.336, 3.483], [-2.364, -2.993, 3.569]],
  "nbo_charge": [1.68, -0.66, 0.63, -0.75, 0.10, -0.23, -0.25, -0.22, -0.25, 0.20, -0.77, 0.64, -0.67, 0.13, -0.23, -0.17, -0.28, 0.10, -0.41, 0.15, -0.22, -0.16, -0.26, 0.08, -0.48, 0.24, 0.20, 0.19, 0.23, 0.24, 0.21, 0.21, 0.18, 0.25, 0.21, 0.22, 0.22, -1.22, 0.20, 0.21, 0.23, -0.62, -0.51, -0.61, 0.87, -0.53, -0.61, -0.62, -0.52, -0.61, -0.61, 0.20, 0.21, 0.23, 0.19, 0.22, 0.20, 0.20, 0.23, 0.20, 0.20, 0.23, 0.20, 0.20, 0.20, 0.21, 0.20, 0.20, 0.20, 0.20, 0.24, 0.19, -0.25, -0.20, -0.24, 0.05, -0.25, -0.21, -0.35, -0.37, -0.09, -0.16, -0.23, -0.25, -0.20, -0.23, 0.20, 0.20, 0.22, 0.20, 0.20, 0.19, 0.21, 0.21, 0.20, 0.20, 0.21],
  "homo_lumo_gap_ev": [5.99, 7.16],
  "s_squared": 0.759,
  "lumo_ev": [2.48, 2.48],
  "charge": -1,
  "e_tot_ev": -86780.1462,
  "spin_multiplicity": 2
}


No. 5
{
  "formula": "C5H8OS2",
  "method": "the ωB97M-V functional and the def2-TZVPD basis",
  "species": ["C", "C", "C", "C", "C", "H", "H", "H", "H", "H", "H", "H", "H", "O", "S", "S"],
  "xyz": [[1.015, 0.250, 2.285], [0.678, -1.140, -0.166], [-0.730, -0.709, -0.152], [-1.065, 0.047, -1.480], [-0.301, 1.320, -1.539], [-0.067, -0.036, 2.460], [1.116, 1.252, 1.902], [1.562, 0.061, 3.185], [-0.964, 0.005, 0.676], [-1.421, -1.530, 0.116], [-0.868, -0.598, -2.329], [-2.120, 0.326, -1.448], [-0.282, 1.870, -2.459], [0.441, 1.734, -0.635], [1.785, -0.927, 1.078], [1.221, -1.925, -1.493]],
  "nbo_charge": [-0.74, -0.31, -0.50, -0.51, 0.44, 0.22, 0.24, 0.23, 0.22, 0.25, 0.26, 0.24, 0.13, -0.54, 0.41, -0.05],
  "homo_lumo_gap_ev": 8.47,
  "lumo_ev": 0.00,
  "e_tot_ev": -29031.6161,
  "spin_multiplicity": 1
}


No. 6
{
  "formula": "C7H12N2O4",
  "method": "the ωB97M-V functional and the def2-TZVPD basis",
  "species": ["C", "C", "C", "C", "C", "C", "C", "N", "N", "O", "O", "O", "O", "H", "H", "H", "H", "H", "H", "H", "H", "H", "H", "H", "H"],
  "xyz": [[0.028, -0.507, 0.955], [0.775, 0.212, -0.102], [-0.483, -1.866, 0.422], [0.011, 0.602, -1.393], [0.994, -0.719, 2.181], [1.107, 1.659, 0.340], [-1.729, -2.256, 0.779], [0.660, 0.163, -2.597], [-1.077, 1.230, -1.568], [0.713, 0.910, -3.543], [1.259, -0.878, -2.606], [-1.743, 1.408, -2.530], [-1.694, 1.658, -0.345], [-0.865, 0.131, 1.146], [1.643, -0.257, -0.419], [-0.063, -2.474, -0.391], [1.979, -0.666, 1.715], [0.902, -1.770, 2.572], [0.841, -0.087, 3.013], [1.850, 1.827, 1.258], [0.172, 2.199, 0.436], [1.585, 2.150, -0.523], [-2.350, -1.697, 1.540], [-2.035, -3.178, 0.292], [-2.482, 2.206, -0.632]],
  "nbo_charge": [-0.27, -0.23, -0.20, 0.19, -0.60, -0.62, -0.40, 0.51, 0.40, -0.35, -0.37, -0.40, -0.58, 0.23, 0.24, 0.22, 0.20, 0.22, 0.22, 0.22, 0.23, 0.21, 0.20, 0.20, 0.51],
  "homo_lumo_gap_ev": 9.38,
  "lumo_ev": -0.45,
  "smiles": "C=C[C@@H](C)[C@H](C)/C([N+](=O)[O-])=[N+](/[O-])O",
  "e_tot_ev": -18615.3766,
  "spin_multiplicity": 1
}


No. 7
{
  "formula": "C18H32N3OPSiW",
  "method": "the ωB97M-V functional and the def2-TZVPD basis",
  "species": ["W", "Si", "P", "N", "H", "C", "H", "H", "H", "C", "H", "H", "H", "C", "H", "H", "H", "C", "H", "H", "H", "H", "H", "C", "C", "C", "C", "C", "C", "H", "H", "H", "H", "H", "C", "O", "C", "H", "H", "H", "C", "H", "H", "H", "N", "C", "C", "C", "N", "C", "C", "H", "H", "H", "H", "H", "H"],
  "xyz": [[0.014, -0.093, -0.008], [0.251, -2.491, -0.221], [1.427, -0.042, -1.993], [-1.557, 0.248, -0.997], [1.600, 0.106, 2.346], [2.019, 1.649, -2.285], [2.675, 1.639, -3.166], [2.575, 2.007, -1.409], [1.162, 2.312, -2.461], [2.972, -1.004, -1.920], [3.530, -0.786, -2.842], [2.759, -2.077, -1.862], [3.560, -0.699, -1.043], [0.586, -0.515, -3.530], [1.328, -0.504, -4.343], [-0.215, 0.205, -3.742], [0.148, -1.516, -3.433], [1.606, -3.203, 0.900], [1.551, -2.771, 1.907], [2.602, -3.025, 0.476], [1.441, -4.288, 0.976], [-0.955, -3.284, 0.179], [0.592, -3.076, -1.556], [-2.647, 0.266, -1.751], [-4.518, 1.486, -2.750], [-3.346, 1.493, -2.018], [-3.175, -0.950, -2.306], [-4.355, -0.932, -3.034], [-5.033, 0.278, -3.258], [-5.045, 2.424, -2.932], [-2.913, 2.410, -1.605], [-2.626, -1.883, -2.121], [-4.757, -1.865, -3.434], [-5.961, 0.283, -3.830], [2.386, 0.631, 1.735], [1.883, 0.603, 0.430], [2.545, 2.090, 2.174], [3.503, 2.218, 2.690], [1.755, 2.369, 2.878], [2.518, 2.781, 1.322], [3.714, -0.125, 1.800], [4.430, 0.329, 1.104], [3.610, -1.190, 1.569], [4.122, -0.047, 2.815], [-3.594, -1.181, 5.137], [-2.841, -0.933, 4.034], [-3.203, -1.442, 2.771], [-2.392, -1.198, 1.675], [-1.217, -0.498, 1.778], [-0.933, 0.104, 2.971], [-1.674, -0.150, 4.115], [-4.431, -1.741, 5.093], [-3.326, -0.820, 6.042], [-4.112, -2.031, 2.656], [-2.646, -1.577, 0.681], [-0.088, 0.798, 2.991], [-1.363, 0.275, 5.068]],
  "nbo_charge": [1.00, 0.59, 1.12, -0.74, 0.14, -0.95, 0.22, 0.26, 0.25, -0.96, 0.23, 0.25, 0.26, -0.96, 0.22, 0.26, 0.26, -1.08, 0.23, 0.23, 0.24, -0.18, -0.19, 0.13, -0.19, -0.29, -0.25, -0.21, -0.30, 0.20, 0.21, 0.20, 0.21, 0.20, 0.11, -0.85, -0.64, 0.21, 0.20, 0.22, -0.63, 0.21, 0.22, 0.21, -0.78, 0.23, -0.30, 0.10, -0.56, 0.07, -0.31, 0.40, 0.40, 0.23, 0.25, 0.21, 0.22],
  "homo_lumo_gap_ev": [5.46, 6.59],
  "s_squared": 2.030,
  "lumo_ev": [0.46, 0.06],
  "e_tot_ev": -44694.1720,
  "spin_multiplicity": 3
}


No. 8
{
  "formula": "CH5N2S2",
  "method": "the ωB97M-V functional and the def2-TZVPD basis",
  "species": ["C", "N", "N", "S", "S", "H", "H", "H", "H", "H"],
  "xyz": [[0.345, -0.460, 0.129], [-0.614, -0.137, 0.981], [1.296, -1.375, 0.462], [-1.405, 2.601, -1.309], [0.489, 0.260, -1.428], [-0.679, -0.629, 1.808], [-0.963, 0.777, 0.718], [1.167, -1.773, 1.342], [2.173, -1.676, -0.115], [-1.808, 2.412, -2.589]],
  "nbo_charge": [0.32, -0.73, -0.75, 0.07, 0.20, 0.42, 0.44, 0.41, 0.47, 0.16],
  "homo_lumo_gap_ev": [6.58, 6.63],
  "lumo_ev": [-7.88, -7.87],
  "charge": 1,
  "e_tot_ev": -25759.6075,
  "spin_multiplicity": 1
}


Repeat the third record exactly.
{
  "formula": "C3H3ClN2O2",
  "method": "the ωB97M-V functional and the def2-TZVPD basis",
  "species": ["C", "C", "C", "N", "N", "O", "O", "Cl", "H", "H", "H"],
  "xyz": [[0.375, 1.333, 0.420], [-0.382, 2.555, 0.281], [0.043, -0.029, -0.076], [1.442, 1.582, 1.091], [0.375, 3.545, 0.726], [0.253, 4.745, 0.897], [1.567, 2.868, 1.325], [-1.978, 2.607, -0.394], [0.554, 0.051, -1.183], [0.490, -0.714, 0.596], [-1.096, -0.137, -0.249]],
  "nbo_charge": [0.12, 0.00, -0.64, -0.09, 0.34, -0.39, -0.16, 0.08, 0.24, 0.25, 0.24],
  "homo_lumo_gap_ev": [9.71, 9.71],
  "lumo_ev": [0.28, 0.28],
  "smiles": "Cc1no[n+]([O-])c1Cl",
  "e_tot_ev": -22752.2337,
  "spin_multiplicity": 1
}